Molecular formula: C49H112F6NO39S13
Method: DFT, the ωB97M-V functional and the def2-TZVPD basis

CARTESIAN COORDINATES (ANGSTROEM)
C 1.293 -1.174 -3.524
C 0.875 -0.559 -2.100
C 2.058 0.058 -1.275
N 1.760 0.038 0.253
C 2.866 0.886 0.922
C 1.705 -1.423 0.671
C 0.377 -1.643 1.446
C -0.020 -0.199 1.840
C 0.395 0.657 0.697
H 0.409 -1.445 -4.101
H 1.898 -2.076 -3.432
H 1.742 -0.330 -4.047
H 0.393 -1.392 -1.587
H 0.006 0.099 -2.138
H 2.158 1.084 -1.631
H 3.006 -0.468 -1.392
H 2.749 1.056 1.992
H 2.794 1.896 0.519
H 3.869 0.503 0.735
H 2.522 -1.619 1.366
H 1.963 -2.153 -0.096
H 0.598 -2.160 2.379
H -0.330 -2.284 0.919
H 0.501 0.153 2.730
H -1.079 -0.047 2.049
H 0.456 1.733 0.863
H -0.323 0.445 -0.094
C 5.223 -2.455 -2.489
F 4.575 -2.186 -1.351
F 6.248 -3.321 -2.223
F 4.381 -3.118 -3.349
S 5.874 -0.872 -3.284
O 4.843 0.122 -3.190
O 7.030 -0.465 -2.553
O 6.098 -0.997 -4.755
C 1.366 1.342 -8.709
F 0.980 0.409 -9.568
F 1.976 2.321 -9.374
F 0.258 1.917 -8.122
S 2.408 0.681 -7.292
O 1.787 -0.634 -7.086
O 3.776 0.566 -7.726
O 2.197 1.670 -6.202
O 2.231 -0.448 4.734
S 3.690 -0.329 4.772
O 4.468 -0.146 3.572
O 4.198 0.828 5.907
C 5.597 1.027 6.163
C 5.701 1.149 7.684
C 4.233 -1.955 5.610
H 6.094 1.864 5.673
H 6.180 0.203 5.752
H 6.762 1.082 7.925
H 5.260 0.311 8.224
H 5.343 2.144 7.947
H 4.243 -1.791 6.687
H 5.212 -2.190 5.192
H 3.456 -2.656 5.305
O 2.832 -6.280 1.557
S 2.062 -5.071 1.855
O 2.640 -3.903 2.459
O 1.350 -4.551 0.402
C 0.904 -5.478 -0.541
C 0.652 -4.777 -1.915
C 0.541 -5.502 2.839
H 0.056 -5.999 -0.096
H 1.608 -6.306 -0.635
H 0.000 -5.425 -2.501
H 1.549 -4.657 -2.523
H 0.101 -3.841 -1.817
H -0.258 -4.781 2.667
H 0.798 -5.459 3.897
H 0.064 -6.414 2.481
O 0.805 4.236 8.489
S 0.874 3.108 9.417
O 0.296 3.235 10.784
O 0.396 1.697 8.693
C 0.880 1.338 7.397
C 0.015 1.949 6.284
C 2.550 2.614 9.765
H 0.712 0.261 7.395
H 1.953 1.514 7.315
H 0.232 1.666 5.254
H -0.005 3.038 6.248
H -1.031 1.687 6.446
H 2.630 1.544 9.959
H 2.923 3.231 10.581
H 3.177 2.902 8.922
O -3.108 -2.064 -6.464
S -2.619 -1.037 -7.383
O -1.746 -1.339 -8.521
O -3.939 -0.058 -7.878
C -4.906 0.389 -6.939
C -6.066 0.650 -7.842
C -1.744 0.217 -6.419
H -4.576 1.256 -6.366
H -5.021 -0.285 -6.090
H -6.115 0.092 -8.777
H -6.149 1.698 -8.131
H -7.009 0.599 -7.297
H -2.174 0.169 -5.418
H -1.820 1.230 -6.812
H -0.813 -0.350 -6.407
O 3.460 4.041 -2.233
S 4.228 4.778 -1.206
O 3.547 5.659 -0.262
O 5.149 3.721 -0.322
C 5.806 2.669 -1.054
C 7.410 2.960 -1.138
C 5.544 5.788 -2.066
H 5.409 2.451 -2.046
H 5.677 1.812 -0.394
H 7.586 3.714 -1.905
H 7.975 2.031 -1.211
H 7.804 3.421 -0.232
H 5.095 6.687 -2.488
H 5.946 5.163 -2.863
H 6.288 6.088 -1.328
O -5.017 -0.252 4.671
S -3.684 -0.484 4.130
O -2.579 0.429 4.318
O -3.184 -2.032 4.600
C -1.891 -2.522 4.069
C -0.739 -2.105 5.018
C -3.902 -0.810 2.333
H -1.746 -2.304 3.011
H -1.951 -3.596 4.241
H -0.759 -2.367 6.076
H -0.362 -1.094 4.860
H 0.092 -2.778 4.806
H -3.149 -1.449 1.871
H -3.822 0.190 1.908
H -4.909 -1.206 2.203
O 1.460 3.436 -3.897
S 0.170 3.366 -3.162
O 0.091 2.552 -1.951
O -0.262 4.942 -2.871
C -1.439 5.093 -2.092
C -1.182 6.303 -1.175
C -1.190 2.942 -4.375
H -1.621 4.263 -1.409
H -2.375 5.202 -2.640
H -1.968 6.637 -0.497
H -0.776 7.227 -1.587
H -0.481 5.870 -0.462
H -0.762 2.236 -5.086
H -1.349 3.842 -4.969
H -2.001 2.652 -3.707
O -2.751 0.618 -0.379
S -3.195 0.238 -1.707
O -2.247 0.328 -2.793
O -3.706 -1.364 -1.542
C -4.182 -1.985 -2.691
C -5.737 -2.009 -2.655
C -4.782 1.138 -2.162
H -3.762 -2.989 -2.752
H -3.782 -1.484 -3.572
H -6.141 -2.307 -3.622
H -6.109 -1.047 -2.303
H -6.034 -2.715 -1.879
H -5.011 0.824 -3.180
H -4.567 2.197 -2.305
H -5.638 1.033 -1.495
O 0.723 2.912 3.250
S 1.074 4.355 3.300
O 0.806 5.189 4.499
O 2.655 4.498 2.976
C 3.629 3.951 3.900
C 5.049 3.939 3.314
C 0.309 5.236 1.854
H 3.373 2.892 3.950
H 3.715 4.526 4.822
H 5.128 3.321 2.420
H 5.856 3.480 3.884
H 5.369 4.956 3.086
H 0.799 6.210 1.857
H -0.767 5.317 2.009
H 0.593 4.596 1.019
O -2.365 -3.735 0.685
S -3.323 -4.753 1.208
O -2.849 -6.039 1.663
O -4.152 -3.923 2.470
C -4.703 -4.827 3.478
C -5.616 -4.027 4.422
C -4.784 -5.059 0.063
H -3.941 -5.348 4.059
H -5.319 -5.598 3.013
H -5.050 -3.184 4.818
H -5.921 -4.656 5.259
H -6.533 -3.730 3.915
H -5.169 -4.091 -0.258
H -5.514 -5.577 0.685
H -4.340 -5.557 -0.799
O -3.134 -6.516 -8.757
S -3.363 -6.670 -7.308
O -3.814 -7.883 -6.626
O -1.984 -6.130 -6.491
C -1.282 -4.996 -7.001
C -0.431 -4.248 -5.877
C -4.463 -5.348 -6.802
H -2.090 -4.308 -7.250
H -0.657 -5.227 -7.864
H -0.982 -3.866 -5.017
H 0.031 -3.406 -6.392
H 0.398 -4.819 -5.461
H -5.326 -5.687 -7.375
H -4.148 -4.335 -7.052
H -4.579 -5.447 -5.722
C -4.323 4.885 2.725
C -3.902 4.704 3.993
C -2.972 3.701 4.249
C -2.337 3.073 3.190
C -2.802 3.303 1.873
C -3.871 4.212 1.658
H -5.160 5.562 2.629
H -4.385 5.311 4.745
H -2.603 3.507 5.246
H -1.620 2.304 3.436
H -2.432 2.620 1.122
H -4.319 4.337 0.683

Summary:
Total charge: -1
HOMO level (eV): -5.4
HOMO-LUMO gap (eV): 6.073
E_tot (eV): -291124.645